1.
Entry from OMol25: the ion C4H8N with charge +1 in a non-equilibrium geometry (ωB97M-V with the def2-TZVPD basis set).

Geometry (Å):
H  0.030  0.495  -1.272
H  2.344  0.209  -1.290
N  -0.139  0.231  -0.321
C  2.210  -0.063  -0.209
H  -1.828  1.536  -0.294
H  -1.012  -1.301  0.590
H  -1.810  -0.939  -1.184
C  -1.325  -0.683  -0.200
C  -1.454  0.753  0.297
H  3.129  -0.263  0.285
H  0.798  -0.508  1.443
H  -1.590  0.952  1.343
C  1.042  -0.270  0.318

The value obtained for the total energy is -211.61538 hartree. As for the relative energy (zero: lowest compared OMol25 entry of this formula, charge and spin): 35.0 kcal per mole. Its SMILES is C=C[NH+]1CC1. For the molar mass, the calculation gives 70.115 g mol⁻¹. For the HOMO-LUMO gap, the calculation gives 11.99 eV. Its HOMO energy is -15.22 eV. The spin multiplicity is 1. Its total charge is +1.

***

2.
Entry from OMol25: a cluster of 2 separate species, C17H28N4O2S in total in a non-equilibrium geometry (ωB97M-V with the def2-TZVPD basis set).

Geometry (Å):
C  -0.103  1.059  -4.335
H  -2.579  0.605  -2.434
H  0.726  0.682  -6.252
C  4.758  1.253  5.947
H  4.725  1.101  7.058
N  -2.334  -1.110  -1.873
H  0.080  -0.886  -3.100
H  -1.062  1.683  -4.512
C  2.135  0.939  3.282
H  -3.091  -2.938  2.174
H  3.145  3.378  5.556
C  -0.528  0.227  -3.062
H  -3.023  0.358  -4.725
H  -0.754  -1.153  -6.800
C  0.054  0.371  2.311
C  3.456  1.147  5.273
H  1.677  2.215  5.369
C  -2.124  -0.210  -3.022
H  -1.337  -1.909  -4.471
C  2.803  2.306  5.693
C  -2.681  -1.818  1.701
H  -0.511  0.656  -2.100
H  -3.533  -1.061  -4.023
H  -3.530  -1.061  1.862
H  4.211  0.289  3.490
H  2.526  2.538  6.935
N  -0.953  -0.276  1.907
H  0.499  1.829  -4.007
C  -2.469  -2.316  0.221
C  -1.041  -0.431  -6.094
N  1.760  1.774  2.489
H  0.821  -0.617  -5.196
H  -1.722  0.269  -6.652
O  -0.604  -2.013  2.890
C  0.085  0.040  -5.468
H  -2.022  -2.469  -2.227
C  -1.989  -1.542  -5.181
H  5.236  2.001  5.593
H  -1.604  0.423  1.086
S  1.248  -0.563  3.358
H  3.994  2.148  3.631
C  3.596  1.187  3.752
C  -2.615  -0.505  -4.361
H  5.358  0.310  5.530
N  0.723  1.547  1.766
C  -1.392  -1.317  2.338
C  -2.589  -0.900  -0.512
H  2.994  0.147  5.675
O  -2.797  0.111  -0.178
H  -3.378  -2.766  -0.249
H  -1.653  -2.844  -0.138
H  -2.593  -1.889  -5.913

The value obtained for the total energy is -1431.74246 hartree. As for the relative energy (zero: lowest compared OMol25 entry of this formula, charge and spin): 366.3 kcal per mole. For the molar mass, the calculation gives 352.504 g mol⁻¹. For the HOMO-LUMO gap, the calculation gives 8.36 eV. Its HOMO energy is -8.21 eV. The spin multiplicity is 1.

***

3.
Entry from OMol25: a structure of composition H2N3O7S2 in a non-equilibrium geometry (ωB97M-V with the def2-TZVPD basis set).

Geometry (Å):
O  3.429  1.264  -0.114
H  -0.290  0.645  0.176
O  0.138  -1.892  -1.907
N  -0.684  -0.227  -0.215
N  3.172  -0.603  -2.011
O  3.836  -1.425  -1.531
H  -0.501  -0.977  0.433
S  0.238  -0.498  -1.564
O  -0.131  0.414  -2.590
O  3.172  0.037  -2.976
N  1.712  -0.268  -0.921
S  2.038  1.362  -0.512
O  1.825  2.166  -1.681
O  1.099  1.603  0.573

The value obtained for the total energy is -1488.46331 hartree. As for the relative energy (zero: lowest compared OMol25 entry of this formula, charge and spin): 6.3 kcal per mole. For the molar mass, the calculation gives 220.164 g mol⁻¹. For the HOMO-LUMO gap, the calculation gives 8.84 eV. Its HOMO energy is -6.22 eV. The spin multiplicity is 1. Its total charge is -1.

***

4.
Entry from OMol25: a structure of composition C31H42CoN6O3PS (ωB97M-V with the def2-TZVPD basis set).

Geometry (Å):
H  -2.285  -3.169  -3.697
Co  -0.377  0.151  -0.025
H  -3.709  -0.814  -2.354
H  4.399  2.463  -0.751
H  -4.221  -4.309  -2.636
N  3.406  0.542  -3.238
H  2.015  3.211  3.419
C  -5.727  -0.731  1.356
C  -2.366  -3.225  -2.620
C  1.305  -4.991  1.591
H  2.545  1.600  0.488
H  2.843  -1.261  0.246
H  3.753  -1.518  -3.246
C  1.045  -0.832  2.500
H  1.487  -0.583  3.465
H  -6.136  0.232  1.017
H  2.021  2.555  -0.897
C  -1.731  2.326  -2.269
H  -2.509  0.140  1.747
N  -4.445  -0.611  2.029
C  2.510  1.624  -0.604
P  1.523  0.171  -1.218
C  0.344  6.114  1.516
C  -3.543  -3.940  -0.648
H  1.608  -0.481  -3.575
C  -3.451  -3.863  -2.021
H  -4.094  0.735  -1.568
H  -2.440  2.760  -1.566
H  -0.150  6.909  0.974
H  2.638  5.550  3.945
H  2.642  -5.040  3.274
C  -1.486  -2.722  -0.448
C  4.681  0.384  -0.710
N  4.142  -0.770  -1.335
C  1.288  6.379  2.486
H  -1.940  -3.007  2.255
H  -0.089  -4.644  -0.001
C  -2.560  -3.373  0.204
N  0.659  0.129  1.751
C  -1.378  -2.661  -1.818
C  -2.661  -3.464  1.594
N  3.916  1.647  -1.130
C  0.283  2.329  1.575
H  3.349  2.603  -2.940
H  -3.493  -3.985  2.039
C  1.045  -2.250  2.134
C  0.472  -4.204  0.813
C  2.803  -1.115  -0.836
H  1.434  1.252  -3.415
H  1.543  7.406  2.713
C  -3.468  0.093  1.223
C  4.167  -0.621  -2.788
C  2.001  -4.431  2.651
C  1.961  0.384  -3.011
H  4.976  1.864  -2.947
H  -4.382  -4.447  -0.187
H  -1.027  3.619  0.182
S  -1.764  0.526  -2.168
H  -0.528  -2.152  -2.255
C  -3.536  0.262  -2.373
C  -0.005  4.796  1.215
H  4.613  0.320  0.375
O  -0.507  -2.069  0.312
C  0.336  -2.850  1.082
H  1.398  -6.045  1.370
C  3.932  1.727  -2.660
H  -3.856  0.658  -3.335
H  -6.454  -1.199  2.020
N  0.928  1.393  2.240
C  1.907  5.338  3.178
H  5.716  0.543  -1.015
O  -0.572  2.101  0.634
H  -4.560  -0.147  2.921
C  1.862  -3.081  2.910
C  1.564  4.035  2.884
H  2.498  -2.069  -1.271
C  0.610  3.737  1.904
H  -1.965  2.654  -3.281
H  5.203  -0.509  -3.113
H  2.399  -2.636  3.738
H  -3.765  1.122  0.971
H  -3.320  -0.453  0.290
H  -0.734  2.660  -1.989
H  -5.611  -1.373  0.478
O  -0.924  4.596  0.251

The value obtained for the total energy is -3882.76931 hartree. As for the relative energy (zero: lowest compared OMol25 entry of this formula, charge and spin): 19.8 kcal per mole. For the molar mass, the calculation gives 668.690 g mol⁻¹. For the HOMO-LUMO gap (alpha / beta), the calculation gives 7.05 / 7.10 eV. Its HOMO energy (alpha / beta) is -9.56 / -9.93 eV. The spin multiplicity is 4. Its total charge is +1.

***

5.
Entry from OMol25: the molecule CH3N3S in a non-equilibrium geometry (ωB97M-V with the def2-TZVPD basis set).

Geometry (Å):
C  0.382  -0.467  0.059
H  -0.205  -1.065  -0.827
S  2.197  -0.937  -0.036
H  -0.110  1.530  -0.586
N  2.659  0.711  0.075
N  1.756  1.502  -0.018
N  0.481  0.954  -0.001
H  0.247  -0.837  1.048

The value obtained for the total energy is -602.27165 hartree. As for the relative energy (zero: lowest compared OMol25 entry of this formula, charge and spin): 14.6 kcal per mole. Its SMILES is C1NN=NS1. For the molar mass, the calculation gives 89.123 g mol⁻¹. For the HOMO-LUMO gap, the calculation gives 9.46 eV. Its HOMO energy is -8.69 eV. The spin multiplicity is 1.

***

6.
Entry from OMol25: a structure of composition C14H23N2PSW in a non-equilibrium geometry (ωB97M-V with the def2-TZVPD basis set).

Geometry (Å):
C  1.968  2.392  -3.209
H  -2.557  1.873  -2.396
H  2.000  2.691  1.390
H  2.699  3.210  -3.234
C  0.380  0.935  -4.333
H  -1.203  1.774  2.183
C  -3.080  1.015  -1.963
C  0.727  0.741  -1.930
H  -0.458  3.399  2.226
C  -0.857  2.978  -0.245
C  0.767  -2.659  2.638
H  -0.638  -1.724  -2.804
H  -3.752  -1.805  -1.775
C  1.658  1.799  -1.983
H  -1.730  -0.702  -3.772
H  0.065  -1.459  -0.457
H  -3.744  0.618  -2.738
N  0.126  2.231  0.576
N  1.024  -3.488  3.446
H  -3.703  1.389  -1.147
C  -0.284  2.341  1.995
H  1.535  2.433  -5.294
S  0.757  -1.507  1.418
C  1.486  2.816  0.426
P  -1.954  -0.274  -1.358
H  -0.168  0.615  -5.221
H  3.068  2.983  -0.942
H  -1.865  2.549  -0.126
C  0.090  0.324  -3.120
H  0.498  1.937  2.648
H  2.934  1.375  -0.260
H  -2.416  -2.570  -0.860
W  -0.136  0.088  0.033
H  -0.554  2.979  -1.300
C  1.316  1.970  -4.361
H  -0.865  4.007  0.131
H  1.314  3.893  0.280
C  -1.023  -0.696  -2.932
H  -3.538  -1.446  -0.044
C  2.342  2.205  -0.690
C  -3.015  -1.665  -0.980
H  -0.946  -0.423  1.491

The value obtained for the total energy is -1462.54770 hartree. As for the relative energy (zero: lowest compared OMol25 entry of this formula, charge and spin): 57.7 kcal per mole. For the molar mass, the calculation gives 466.233 g mol⁻¹. For the HOMO-LUMO gap (alpha / beta), the calculation gives 5.73 / 4.64 eV. Its HOMO energy (alpha / beta) is -15.53 / -15.53 eV. The spin multiplicity is 3. Its total charge is +2.

***

7.
Entry from OMol25: the molecule C3H3N3O2 in a non-equilibrium geometry (ωB97M-V with the def2-TZVPD basis set).

Geometry (Å):
O  2.450  1.115  -0.462
N  -1.857  -0.668  0.196
N  0.171  -0.877  1.222
H  2.166  -0.486  1.897
N  0.147  0.559  -0.751
H  -3.467  -0.017  -0.225
O  -2.631  0.173  -0.551
C  1.335  -0.615  0.899
C  1.510  0.423  -0.220
H  -0.063  0.866  -1.750
C  -0.580  -0.436  -0.094

The value obtained for the total energy is -430.73389 hartree. As for the relative energy (zero: lowest compared OMol25 entry of this formula, charge and spin): 117.4 kcal per mole. Its SMILES is O=C1C=N/C(=N/O)N1. For the molar mass, the calculation gives 113.076 g mol⁻¹. For the HOMO-LUMO gap, the calculation gives 9.01 eV. Its HOMO energy is -9.35 eV. The spin multiplicity is 1.

***

8.
Entry from OMol25: a structure of composition C38H38CuFN6O6 in a non-equilibrium geometry (ωB97M-V with the def2-TZVPD basis set).

Geometry (Å):
C  -3.321  -2.235  -2.310
H  -4.445  -7.082  -4.047
C  -4.807  -4.656  -2.962
H  0.828  2.813  2.178
C  -2.826  -5.608  -3.885
C  3.212  -1.819  0.077
H  -4.184  1.683  -2.840
N  -4.804  -5.422  -5.284
C  3.236  6.923  2.371
H  -1.995  -5.341  -4.540
C  2.230  4.371  1.783
O  3.860  -2.150  -0.889
C  -1.275  -1.392  -1.333
C  -1.389  0.389  0.307
H  4.983  4.564  -0.257
H  4.557  8.586  2.048
H  -0.380  -2.256  2.676
H  0.595  -5.693  0.300
H  2.962  9.021  2.680
C  -4.679  0.174  -1.371
H  -3.384  -6.999  -5.456
N  -3.324  -0.187  -0.999
N  -3.450  -4.390  -3.390
H  1.593  7.078  3.716
C  4.335  0.860  2.289
C  1.861  -3.972  0.122
C  -1.311  -3.489  -2.510
O  0.703  -0.425  -0.481
C  3.386  4.848  1.127
H  -5.194  -3.845  -2.355
O  2.118  2.198  0.776
C  1.693  3.048  1.551
H  0.455  -2.580  -1.744
H  -5.373  -5.841  -6.025
O  5.588  -0.213  0.573
C  -0.614  -2.496  -1.867
C  3.759  8.280  2.719
F  -0.614  -4.579  -2.921
C  2.927  1.614  3.934
H  -4.224  -4.676  -5.691
O  -1.497  2.172  1.834
H  2.541  -4.392  -0.606
C  2.061  -2.671  0.575
C  -0.885  1.159  1.527
H  1.937  1.550  4.363
C  -3.869  -6.405  -4.681
Cu  1.710  0.031  1.447
C  -2.697  0.522  -0.024
H  -2.434  -6.241  -3.080
C  4.100  4.036  0.099
H  -5.328  -0.703  -1.284
O  0.074  0.652  2.186
H  0.617  3.951  4.183
H  -4.360  -2.091  -2.547
H  -4.854  -5.563  -2.346
H  -0.885  -4.606  1.992
H  -3.308  1.231  0.519
H  4.749  6.476  0.936
C  1.578  5.190  2.734
C  -5.665  -4.814  -4.227
C  3.865  6.112  1.439
H  -4.370  0.067  -3.516
N  3.361  -0.740  0.884
H  -5.797  0.988  -3.012
H  -6.014  -3.843  -4.583
H  -5.029  0.920  -0.654
C  5.380  1.645  2.760
H  -0.054  5.575  4.048
C  5.157  2.451  3.864
C  0.787  -4.683  0.629
C  -0.049  -4.080  1.558
C  0.360  4.744  3.482
C  4.512  -0.066  1.109
C  -2.661  -1.255  -1.555
C  2.092  6.444  2.999
H  4.146  8.275  3.738
H  -0.409  4.359  2.819
H  3.439  3.830  -0.742
H  3.698  3.058  5.322
C  0.228  -2.780  1.952
H  4.398  3.067  0.496
N  1.261  -2.114  1.477
H  5.947  3.072  4.257
H  6.334  1.623  2.254
C  -2.693  -3.400  -2.736
H  -6.522  -5.460  -4.038
C  -4.759  0.763  -2.777
C  -0.532  -0.445  -0.490
N  3.143  0.847  2.881
C  3.907  2.441  4.463

The value obtained for the total energy is -3991.02634 hartree. As for the relative energy (zero: lowest compared OMol25 entry of this formula, charge and spin): 6.3 kcal per mole. For the molar mass, the calculation gives 757.302 g mol⁻¹. For the HOMO-LUMO gap (alpha / beta), the calculation gives 6.85 / 6.79 eV. Its HOMO energy (alpha / beta) is -10.21 / -10.15 eV. The spin multiplicity is 2. Its total charge is +1.

***

What did the fifth record say?
Entry from OMol25: the molecule CH3N3S in a non-equilibrium geometry (ωB97M-V with the def2-TZVPD basis set).

Geometry (Å):
C  0.382  -0.467  0.059
H  -0.205  -1.065  -0.827
S  2.197  -0.937  -0.036
H  -0.110  1.530  -0.586
N  2.659  0.711  0.075
N  1.756  1.502  -0.018
N  0.481  0.954  -0.001
H  0.247  -0.837  1.048

The value obtained for the total energy is -602.27165 hartree. As for the relative energy (zero: lowest compared OMol25 entry of this formula, charge and spin): 14.6 kcal per mole. Its SMILES is C1NN=NS1. For the molar mass, the calculation gives 89.123 g mol⁻¹. For the HOMO-LUMO gap, the calculation gives 9.46 eV. Its HOMO energy is -8.69 eV. The spin multiplicity is 1.